[1]
This record from the Open Molecules 2025 dataset describes a structure of composition C45H50F3N6O5RbS. The level of theory is wB97M-V/def2-TZVPD.

```
111
Properties=species:S:1:pos:R:3:forces:R:3
Rb -0.192 -0.636 0.589 -0.247 0.498 -0.247
C 4.983 -0.605 0.272 -0.021 0.000 0.008
C 4.743 0.027 1.654 -0.005 -0.003 -0.040
N 3.668 -0.519 2.456 -0.037 -0.036 0.045
C 3.722 -1.938 2.747 0.025 0.051 -0.004
C 2.485 -2.737 2.342 -0.006 0.001 -0.012
N 2.128 -2.596 0.938 -0.060 -0.037 0.008
C 3.127 -3.026 -0.031 -0.052 -0.021 -0.064
C 3.397 -1.935 -1.076 0.024 0.033 0.032
N 3.797 -0.639 -0.568 -0.006 0.009 0.011
H 5.387 -1.619 0.391 0.007 0.007 0.004
H 5.780 -0.017 -0.210 0.010 -0.005 0.001
H 4.514 1.083 1.507 0.004 0.021 -0.002
H 5.686 -0.022 2.216 0.012 0.009 -0.007
H 2.780 -0.200 2.075 -0.009 0.018 -0.039
H 3.852 -2.106 3.827 0.008 -0.011 -0.001
H 4.611 -2.377 2.278 -0.026 -0.013 -0.001
H 1.630 -2.393 2.930 -0.009 -0.008 -0.009
H 2.660 -3.787 2.630 0.018 0.005 0.019
H 1.253 -3.080 0.771 0.061 0.003 0.020
H 2.799 -3.931 -0.561 0.003 -0.005 0.027
H 4.052 -3.294 0.486 0.002 -0.005 -0.009
H 2.482 -1.791 -1.655 -0.004 -0.018 -0.020
H 4.158 -2.307 -1.776 0.004 0.004 0.001
H 3.021 -0.149 -0.125 0.007 -0.002 0.009
O -2.801 -0.607 -0.036 0.075 0.041 -0.099
C -3.871 -0.108 -0.666 0.011 0.021 0.068
C -3.549 1.304 -1.308 -0.038 -0.175 0.060
C -2.825 2.188 -0.340 0.043 -0.065 0.005
C -3.487 2.884 0.672 0.000 -0.093 -0.037
C -2.742 3.666 1.530 -0.054 0.054 0.097
C -1.374 3.776 1.351 0.137 0.007 0.055
C -0.778 3.074 0.305 -0.157 -0.195 -0.138
C 0.668 3.239 -0.082 0.404 -0.164 0.191
C 1.798 2.625 0.865 -0.328 0.174 -0.241
O 1.696 1.283 0.981 0.115 0.080 -0.080
C 1.665 3.352 2.216 0.049 0.160 0.047
C 1.427 2.606 3.359 0.040 0.014 0.012
C 1.225 3.222 4.590 0.015 -0.041 -0.033
C 1.266 4.603 4.697 -0.003 0.056 -0.038
C 1.512 5.366 3.559 0.000 0.006 0.083
C 1.707 4.746 2.336 0.032 -0.120 -0.003
C 3.145 3.002 0.177 0.035 -0.133 0.125
C 3.380 2.474 -1.093 0.032 -0.019 -0.045
C 4.586 2.663 -1.747 -0.039 -0.022 -0.012
C 5.609 3.381 -1.140 0.013 0.019 0.041
C 5.405 3.891 0.133 0.007 -0.011 -0.057
C 4.188 3.702 0.780 -0.049 0.024 0.048
N -1.500 2.278 -0.503 0.092 0.303 0.116
C -5.069 0.106 0.294 -0.025 -0.015 -0.010
C -4.924 -0.314 1.610 0.019 -0.026 -0.034
C -5.937 -0.109 2.538 -0.041 -0.011 0.009
C -7.117 0.521 2.165 0.013 0.013 -0.007
C -7.279 0.934 0.847 0.017 -0.019 -0.008
C -6.262 0.725 -0.076 -0.058 -0.028 -0.010
C -4.269 -1.079 -1.809 0.074 0.076 -0.071
C -5.388 -1.902 -1.798 -0.012 -0.079 -0.028
C -5.588 -2.858 -2.794 -0.033 0.043 0.063
C -4.679 -3.001 -3.827 0.063 0.026 -0.017
C -3.550 -2.182 -3.849 -0.035 -0.058 -0.045
C -3.351 -1.246 -2.852 -0.065 0.038 0.062
H -4.466 1.781 -1.667 0.066 0.066 -0.030
H -2.878 1.144 -2.149 -0.046 0.059 0.005
H -4.559 2.791 0.789 0.003 -0.011 -0.035
H -3.227 4.205 2.337 0.004 0.001 0.001
H -0.780 4.403 2.002 -0.030 -0.020 -0.032
H 0.887 4.303 -0.220 -0.074 0.006 -0.065
H 0.773 2.742 -1.045 0.029 0.044 -0.022
H 1.406 1.531 3.240 -0.027 -0.026 0.032
H 1.032 2.619 5.469 -0.001 -0.014 -0.003
H 1.105 5.087 5.654 -0.004 -0.004 0.002
H 1.545 6.448 3.629 0.001 -0.003 -0.011
H 1.886 5.351 1.455 0.014 0.015 0.000
H 2.623 1.853 -1.551 -0.022 0.020 0.013
H 4.737 2.219 -2.725 -0.003 0.002 0.005
H 6.558 3.521 -1.646 0.003 0.002 0.006
H 6.201 4.430 0.635 -0.002 0.004 0.008
H 4.067 4.089 1.783 -0.005 -0.003 -0.005
H -3.990 -0.808 1.853 0.007 0.023 0.029
H -5.806 -0.443 3.561 0.012 -0.004 -0.002
H -7.908 0.686 2.889 0.008 -0.003 0.008
H -8.199 1.420 0.539 0.003 0.002 -0.002
H -6.408 1.048 -1.102 0.009 -0.021 0.008
H -6.106 -1.831 -0.992 0.007 0.030 0.034
H -6.459 -3.503 -2.746 -0.001 0.003 -0.001
H -4.833 -3.747 -4.598 0.001 0.002 -0.001
H -2.816 -2.287 -4.642 0.007 -0.002 0.013
H -2.451 -0.644 -2.846 0.045 -0.083 -0.035
C -0.100 -4.426 -3.710 0.002 0.011 0.014
C 0.246 -2.982 -3.555 0.027 -0.019 -0.024
C 1.019 -2.124 -4.314 -0.040 -0.001 -0.004
C 0.963 -0.886 -3.635 -0.005 -0.016 0.025
N 0.210 -0.982 -2.551 0.021 -0.008 0.038
N -0.209 -2.258 -2.521 -0.050 0.015 0.081
C 1.656 0.399 -3.951 -0.002 -0.010 -0.012
H 0.189 -4.776 -4.700 -0.005 -0.008 -0.001
H -1.171 -4.584 -3.578 -0.002 0.010 -0.013
H 0.414 -5.035 -2.964 0.001 0.001 0.000
H 1.546 -2.356 -5.225 -0.004 -0.014 0.002
H -0.807 -2.580 -1.758 -0.014 0.034 -0.021
H 1.675 0.589 -5.026 -0.001 0.000 0.002
H 2.687 0.380 -3.588 0.001 0.004 0.007
H 1.138 1.220 -3.456 0.006 0.012 0.003
F 0.362 -5.004 1.752 -0.005 0.000 0.001
C -0.978 -5.156 1.703 -0.049 -0.213 0.049
F -1.218 -6.202 0.889 0.004 0.033 0.036
F -1.373 -5.515 2.937 -0.007 0.007 -0.038
S -1.824 -3.626 1.121 -0.621 -0.192 0.092
O -3.206 -4.007 1.078 -0.034 -0.117 0.179
O -1.425 -2.664 2.116 0.126 0.070 0.509
O -1.191 -3.439 -0.165 0.597 -0.059 -0.641
```
Positions in Å, forces in eV/Å.

Calculated values
**E_tot**: -3171.53106 hartree
**Energy above the lowest of the compared OMol25 structures with the same formula, charge and spin**: 15.4 kcal per mole
**Orbital gap**: 6.048 eV
**E_LUMO**: 3.77 eV
**Strongest force on any atom**: 0.9 eV Å⁻¹
**Total charge**: -2
**HOMO energy**: -2.28 eV
**Spin multiplicity**: 1

***

[2]
This record from the Open Molecules 2025 dataset describes a structure of composition C45H51BN8O4S3Ti. The level of theory is wB97M-V/def2-TZVPD.

```
113
Properties=species:S:1:pos:R:3:forces:R:3
Ti -0.255 0.123 -0.991 -0.157 0.197 0.113
C 0.756 3.332 1.674 0.051 0.117 -0.044
C -0.242 2.213 1.354 -0.084 -0.021 0.014
N -0.282 2.061 -0.051 0.293 -0.332 -0.297
N 0.671 2.881 -0.557 -0.075 0.117 0.023
C 1.255 3.628 0.330 -0.076 0.016 0.001
B 0.870 2.962 -2.121 0.018 0.037 0.025
N 1.780 1.833 -2.614 -0.030 -0.067 0.009
C 3.007 1.900 -3.159 -0.040 0.038 -0.067
C 3.374 0.632 -3.554 0.041 -0.028 0.035
C 2.292 -0.173 -3.185 -0.026 0.009 -0.042
N 1.335 0.558 -2.633 -0.081 0.170 0.284
N -0.517 2.773 -2.743 -0.059 0.026 -0.021
C -1.254 3.654 -3.440 0.002 -0.003 0.012
C -2.471 3.074 -3.723 -0.011 0.004 0.006
C -2.388 1.807 -3.135 0.011 -0.019 0.008
N -1.209 1.631 -2.554 -0.194 -0.001 -0.094
H 0.609 5.405 2.191 0.027 -0.004 -0.002
H -1.177 2.047 1.872 0.022 -0.019 0.001
H 1.915 4.424 0.023 0.024 -0.020 0.008
H 1.330 4.034 -2.398 0.032 -0.021 -0.001
H 3.516 2.845 -3.244 0.006 0.000 0.009
H 4.287 0.333 -4.035 0.034 -0.014 0.022
H 2.166 -1.237 -3.293 0.010 0.006 0.018
H -0.856 4.624 -3.683 -0.003 0.003 -0.001
H -3.295 3.502 -4.266 -0.003 0.000 -0.001
H -3.135 1.030 -3.093 -0.007 -0.005 -0.012
C -6.964 -1.612 0.828 0.003 -0.024 -0.010
C -6.122 -0.458 0.301 0.004 -0.009 0.010
N -5.347 0.216 1.339 0.052 0.012 -0.028
C -5.980 1.315 2.060 -0.009 0.029 -0.005
C -6.558 0.906 3.409 -0.006 0.002 -0.001
C -4.093 -0.185 1.642 -0.121 0.151 -0.132
S -3.145 0.584 2.795 -0.029 -0.096 0.038
N -3.707 -1.341 1.008 0.079 -0.129 0.227
C -2.590 -1.486 0.390 -0.246 0.025 -0.079
O -1.819 -0.529 -0.002 0.485 0.237 -0.373
C -2.193 -2.882 0.034 0.066 0.080 -0.046
C -3.114 -3.751 -0.539 -0.040 -0.038 0.045
C -2.736 -5.045 -0.873 -0.003 0.016 0.006
C -1.446 -5.480 -0.605 0.030 0.005 -0.014
C -0.532 -4.614 -0.017 0.051 -0.005 -0.053
C -0.894 -3.310 0.286 0.007 0.007 -0.053
H -7.501 -2.092 0.008 0.001 0.000 0.000
H -7.698 -1.272 1.557 0.002 0.007 -0.001
H -6.319 -2.353 1.302 -0.001 0.003 0.008
H -6.755 0.295 -0.172 -0.009 -0.005 0.013
H -5.434 -0.825 -0.457 0.003 0.014 -0.016
H -6.768 1.708 1.415 0.007 0.006 -0.001
H -5.236 2.098 2.202 0.009 -0.014 0.002
H -7.375 0.192 3.298 0.006 -0.007 0.000
H -6.945 1.786 3.928 -0.002 -0.002 -0.002
H -5.780 0.461 4.027 0.005 0.002 0.001
H -4.128 -3.410 -0.706 0.007 0.008 0.003
H -3.454 -5.718 -1.327 0.000 0.001 0.000
H -1.152 -6.492 -0.851 -0.005 0.000 0.003
H 0.471 -4.956 0.202 0.018 -0.002 0.006
H -0.176 -2.624 0.721 -0.001 0.007 -0.004
O 2.473 -0.494 3.083 -0.009 -0.026 0.014
S 1.765 0.187 4.200 0.004 0.033 -0.034
C 2.983 1.198 5.092 0.020 -0.006 0.178
C 3.855 2.139 4.273 0.009 0.054 0.005
C 5.050 1.452 3.618 0.039 -0.009 -0.020
C 5.725 2.314 2.558 0.014 0.075 0.222
S 4.784 2.459 1.009 -0.015 -0.004 -0.072
O 1.031 -0.324 -0.156 0.086 -0.523 0.382
C 5.150 0.844 0.356 -0.035 -0.129 -0.050
C 4.317 -0.236 0.636 -0.036 0.222 -0.073
C 4.673 -1.505 0.201 -0.018 -0.063 -0.053
C 5.838 -1.699 -0.526 -0.067 0.014 -0.004
C 6.652 -0.617 -0.834 0.023 0.049 -0.003
C 6.308 0.653 -0.393 0.047 0.005 0.015
C 0.813 1.567 3.534 -0.097 0.055 0.119
C 1.029 1.901 2.126 -0.015 -0.080 -0.082
C 0.614 4.443 2.706 -0.008 -0.017 0.019
C -0.631 4.313 3.530 0.003 0.021 0.012
C -0.911 3.247 4.281 -0.008 -0.003 0.006
C -0.064 2.067 4.420 0.008 -0.003 -0.056
H 3.594 0.475 5.642 0.003 -0.014 -0.025
H 2.377 1.737 5.822 0.024 0.003 0.002
H 4.227 2.911 4.955 -0.014 0.046 -0.056
H 3.254 2.662 3.523 -0.022 -0.095 -0.049
H 4.745 0.498 3.185 0.003 0.023 -0.021
H 5.791 1.229 4.394 -0.012 -0.062 -0.006
H 6.714 1.928 2.316 -0.002 -0.014 -0.070
H 5.863 3.336 2.925 -0.045 -0.001 -0.033
H 3.405 -0.078 1.197 0.088 -0.149 -0.044
H 4.033 -2.346 0.441 -0.031 0.028 -0.001
H 6.111 -2.693 -0.859 0.010 0.002 0.001
H 7.558 -0.760 -1.408 -0.004 0.000 -0.004
H 6.943 1.503 -0.611 0.007 -0.002 -0.019
H 1.805 1.345 1.615 -0.002 0.040 0.039
H 1.498 4.426 3.353 -0.020 -0.016 0.025
H -1.347 5.125 3.490 -0.003 -0.005 -0.003
H -1.824 3.246 4.866 -0.008 -0.001 -0.016
H -0.175 1.519 5.353 0.003 0.011 0.011
C -2.455 -1.895 -3.632 -0.011 0.000 -0.016
C -1.048 -2.208 -3.225 -0.119 -0.045 0.117
O -0.496 -1.544 -2.360 0.170 0.154 0.009
C -0.309 -3.324 -3.856 -0.013 -0.004 0.027
C -0.821 -4.008 -4.956 0.004 0.002 -0.015
C -0.101 -5.045 -5.526 0.007 0.008 0.005
C 1.127 -5.407 -4.991 0.002 -0.006 -0.009
C 1.640 -4.734 -3.890 -0.005 0.017 0.033
C 0.926 -3.693 -3.323 -0.013 -0.070 0.022
H -2.905 -1.258 -2.876 -0.001 -0.002 0.013
H -3.045 -2.802 -3.753 0.002 0.000 0.006
H -2.439 -1.362 -4.586 -0.007 0.002 -0.005
H -1.778 -3.729 -5.377 -0.001 0.001 0.000
H -0.497 -5.571 -6.384 -0.002 0.002 0.001
H 1.687 -6.222 -5.434 0.000 0.002 0.001
H 2.594 -5.022 -3.468 -0.001 -0.012 -0.014
H 1.304 -3.172 -2.453 -0.022 0.026 0.022
```
Positions in Å, forces in eV/Å.

Calculated values
**E_tot**: -4553.40824 hartree
**Orbital gap**: 6.525 eV
**E_LUMO**: -0.65 eV
**Strongest force on any atom**: 0.7 eV Å⁻¹
**HOMO energy**: -7.18 eV
**Spin multiplicity**: 1